Run 1
30
Properties=species:S:1:pos:R:3:lowdin_charge:R:1 method="wB97M-V/def2-TZVPD" charge=+2 smiles="CN1C=[NH+][C@@]2(C)C(C[NH3+])=CC=C[C@@H]12"
C -0.1239 2.2828 0.5062 -0.0281
C 1.0568 1.5444 0.0732 -0.0103
C -1.2585 1.6807 0.7846 -0.0237
C -1.7418 -1.0803 -1.2175 -0.0046
C 1.2259 0.2185 -0.0308 -0.0768
C -1.3167 0.2349 0.6601 -0.1791
C -0.0979 -0.5863 0.2680 -0.3642
C 0.3154 -1.5329 1.3742 0.0059
C -3.6459 0.3019 -0.2854 0.0414
C 2.4669 -0.5418 -0.6540 -0.1230
N -2.2818 -0.2715 -0.3623 -0.0420
N -0.4542 -1.3166 -0.9505 0.1587
N 3.7239 0.1057 -0.4420 0.1650
H -0.0496 3.3553 0.7306 0.1396
H 1.7615 2.2361 -0.2926 0.1016
H -2.1973 2.1940 1.1104 0.1514
H -2.3657 -1.3969 -2.0976 0.2056
H -1.7555 -0.0776 1.6542 0.1926
H 0.4549 -1.0003 2.2239 0.0632
H 1.2509 -2.0988 1.0786 0.1021
H -0.4471 -2.3603 1.6497 0.1472
H -3.9626 0.7925 0.6068 0.0989
H -3.5830 0.9844 -1.1588 0.1263
H -4.3544 -0.4556 -0.5827 0.1037
H 2.3679 -0.5827 -1.6984 0.1276
H 2.5273 -1.5432 -0.3330 0.1117
H 0.1075 -1.9075 -1.5124 0.1587
H 4.5604 -0.3917 -0.9816 0.2500
H 4.1548 0.1103 0.5609 0.2344
H 3.6618 1.1025 -0.6819 0.1664


Run 2
30
Properties=species:S:1:pos:R:3:lowdin_charge:R:1 method="wB97M-V/def2-TZVPD" charge=+2
C 1.5128 1.2709 -1.2437 -0.0413
C 0.2039 0.9147 -1.7443 -0.0721
C 2.0421 0.6510 -0.2204 -0.0361
C -0.3744 0.1752 2.1489 0.0121
C -0.5763 -0.0548 -1.3276 -0.0335
C 1.3911 -0.2572 0.7271 -0.2032
C 0.1583 -0.9658 0.3012 -0.3179
C 0.4450 -2.3925 -0.0759 -0.0037
C 1.6265 1.3793 2.7684 0.0058
C -1.9786 -0.5368 -1.4728 -0.0908
N 0.8741 0.4976 1.9098 -0.0701
N -0.8325 -0.7738 1.2944 0.1117
N -2.7955 0.5073 -2.2766 0.1678
H 2.1034 1.9612 -1.9039 0.1544
H -0.0351 1.4564 -2.6571 0.1204
H 3.0986 0.8708 0.1690 0.1597
H -0.9616 0.5994 3.0578 0.2172
H 2.0936 -1.0090 1.1934 0.1924
H -0.4096 -3.0190 -0.4177 0.1059
H 0.9689 -2.8605 0.7809 0.1101
H 1.1779 -2.3315 -0.9371 0.1297
H 1.0596 2.2397 3.1637 0.1158
H 2.1724 0.7101 3.6138 0.1668
H 2.4975 1.6711 2.1305 0.0977
H -2.3554 -0.5258 -0.3961 0.1294
H -2.1741 -1.4085 -2.0795 0.1370
H -1.8187 -1.0342 1.1425 0.1621
H -2.1416 1.2130 -2.6032 0.1277
H -3.6717 0.9288 -1.8378 0.2014
H -3.3008 0.1229 -3.2081 0.2436


Stability comparison, relative energies in eV: run 1 0.000; run 2 1.416


Run 1
C4H9B | ωB97M-V/def2-TZVPD

Geometry as XYZ:
```
14
Properties=species:S:1:pos:R:3:lowdin_charge:R:1
B -0.5257 -0.0608 0.0799 -0.1732
C 2.3930 0.0452 -0.2944 -0.1025
C 1.4209 -0.5286 0.3759 -0.0829
C -0.8431 1.4639 0.1638 -0.0630
C -1.5416 -1.2172 -0.1551 -0.0613
H 3.4311 -0.2214 -0.1426 0.0402
H 2.2152 0.8083 -1.0348 0.0389
H 1.5809 -1.3013 1.1097 0.0333
H -0.6311 1.9130 -0.8081 0.0711
H -0.2151 1.9910 0.8786 0.0588
H -1.8843 1.6853 0.3921 0.0556
H -2.5108 -0.8706 -0.5105 0.0558
H -1.7132 -1.7322 0.7908 0.0696
H -1.1762 -1.9746 -0.8453 0.0597
```


Run 2
14
Properties=species:S:1:pos:R:3:lowdin_charge:R:1 method="wB97M-V/def2-TZVPD" smiles="C=CB(C)C"
B -0.4835 -0.1321 -0.0989 -0.2204
C 1.8866 0.8845 1.0500 -0.0742
C 0.7382 0.2755 1.2544 -0.0901
C -0.7577 1.0322 -1.1073 -0.0541
C -1.1121 -1.5617 -0.1572 -0.0547
H 2.5849 1.0883 1.8517 0.0454
H 2.1975 1.1976 0.0681 0.0398
H 0.4424 -0.0523 2.2402 0.0476
H -1.4549 1.7368 -0.6543 0.0714
H -1.1908 0.7144 -2.0533 0.0539
H 0.1414 1.6074 -1.3192 0.0531
H -1.8584 -1.6776 0.6283 0.0664
H -0.3707 -2.3403 0.0199 0.0619
H -1.6064 -1.7747 -1.1038 0.0539


Stability comparison, relative energies in eV: run 1 0.609; run 2 0.000


Run 1
9
Properties=species:S:1:pos:R:3:lowdin_charge:R:1 method="wB97M-V/def2-TZVPD" charge=+1
C 0.3045 0.2294 0.5902 -0.4769
N -0.7020 -0.7646 0.2467 0.0556
S 1.9318 0.0131 0.1317 0.9113
H -0.6252 1.5373 -1.4117 0.1091
H -0.4157 1.3420 -0.7737 0.0005
H -1.3224 -0.6037 -0.5419 0.1542
H -1.1594 -1.0700 1.0564 0.1346
H -0.3683 -1.7358 -0.1110 0.2010
H 2.3568 1.0524 0.8132 -0.0894


Run 2
9
Properties=species:S:1:pos:R:3:lowdin_charge:R:1 method="wB97M-V/def2-TZVPD" charge=+1
C -0.6374 0.3782 0.5605 0.1605
N -1.9331 0.5063 0.6294 0.1913
S 2.3260 -0.4842 -0.9283 0.5179
H 0.0726 0.7588 1.2652 0.1185
H -0.2765 -0.3526 -0.2162 0.0817
H -2.5718 -0.2103 0.2788 0.1633
H 3.5385 -0.1963 -1.2599 -0.2280
H -2.4107 1.2228 1.1961 0.1678
H 1.8924 -1.6228 -1.5257 -0.1730


Run 3
9
Properties=species:S:1:pos:R:3:lowdin_charge:R:1 method="wB97M-V/def2-TZVPD" charge=+1
C 0.7983 -0.7199 0.1712 -0.3464
N -1.2153 0.2621 -0.5993 0.0989
S 1.0810 -0.0484 1.6368 0.9793
H 0.3670 -1.8064 0.2600 0.1115
H 1.3346 -0.3494 -0.7214 0.0772
H -1.0675 0.4305 -1.6431 0.1227
H -0.8632 1.0260 -0.0992 0.0113
H -2.1299 0.1609 -0.3223 0.0355
H 1.6950 1.0446 1.3173 -0.0899


Stability comparison, relative energies in eV: run 1 3.182; run 2 0.000; run 3 0.296